DFT (the ωB97M-V functional and the def2-TZVPD basis) results for C4B2CaF20O12S4 as an isolated structure.

CARTESIAN COORDINATES (ANGSTROEM)
Ca -3.21326 -2.50382 11.65504
B -5.51879 -2.59817 10.31676
F -4.32476 -2.26454 9.60823
F -5.19879 -3.57025 11.23240
F -5.93386 -1.44176 11.01746
F -6.48993 -2.86926 9.32627
B -3.21499 -5.97262 12.69190
F -4.59358 -6.08230 12.95560
F -2.49844 -5.95698 13.88256
F -2.80911 -7.09192 11.91541
F -2.97387 -4.79193 11.91429
C 0.70736 -1.36904 13.59944
F 0.55519 -0.75575 12.41944
F 2.03692 -1.54105 13.78317
F 0.28551 -0.52715 14.55451
S -0.20189 -3.01491 13.65035
O -1.40800 -2.67442 12.88653
O 0.72634 -3.89060 12.98795
O -0.38028 -3.23928 15.06958
C -4.39728 -0.50816 15.28334
F -3.16100 -0.21103 14.89154
F -4.51672 -0.15961 16.58287
F -5.25475 0.26432 14.59339
S -4.71299 -2.33938 15.05883
O -6.05640 -2.53529 15.58972
O -4.55937 -2.52971 13.62007
O -3.67200 -2.87933 15.90656
C -0.23466 -1.52492 8.21941
F 0.64670 -1.17885 9.15486
F -1.13607 -0.55128 8.10964
F 0.44267 -1.57333 7.03627
S -1.05271 -3.19283 8.50573
O 0.06727 -4.11467 8.56035
O -1.76993 -2.99054 9.75332
O -1.86610 -3.30920 7.30921
C -3.79622 1.66541 10.06865
F -5.06883 1.26127 10.10395
F -3.22724 1.16480 8.97812
F -3.82902 3.01782 9.93196
S -2.84440 1.18815 11.59975
O -1.49856 1.57826 11.24758
O -3.45988 1.95523 12.65214
O -3.07475 -0.25487 11.64724

electronic energy	-5373.38872	Ha
LUMO	8.290	eV
ΔE to the lowest compared entry with this formula, charge and spin	0.000	eV
Kohn-Sham gap	0.2918	hartree
HOMO energy	0.35	eV
total charge	-4